# 1
Entry from the OMol25 dataset: one molecule with the formula CH7NP2 at a distorted geometry (ωB97M-V/def2-TZVPD).

Output
- orbital gap (eV) = 9.15
- DFT total energy (hartree) = -779.68071
- lowest unoccupied orbital energy (eV) = 0.76
- structure (SMILES) = CN(P)P
- relative energy (zero: lowest compared OMol25 entry of this formula, charge and spin) (eV) = 1.253
- multiplicity = 1

Atoms and positions in Å:
H1 -0.76119 2.15690 0.52057
P1 -1.43886 1.08532 -0.07481
H2 0.78251 -1.72109 0.15495
H3 -2.32824 0.64625 1.02267
H4 -0.18284 -1.07186 -1.25323
H5 -1.05357 -1.63856 0.42461
P2 1.52761 1.00866 -0.01990
H6 1.50724 0.75934 -1.37751
H7 2.16230 -0.21721 0.29850
N1 -0.08532 0.16082 0.39398
C1 -0.12964 -1.16856 -0.08983

Here are the Löwdin charges for atoms 1 to 2, given in e: -0.1420, 0.6919

***

# 2
Entry from the OMol25 dataset: a 6-piece molecular cluster, C9H30N6O9 overall at a distorted geometry (ωB97M-V/def2-TZVPD).

Output
- orbital gap (eV) = 9.66
- DFT total energy (hartree) = -1366.68510
- lowest unoccupied orbital energy (eV) = 0.15
- structure (SMILES) = NC(N)=O.NC(N)=O.NC(N)=O.OCCO.OCCO.OCCO
- relative energy (zero: lowest compared OMol25 entry of this formula, charge and spin) (eV) = 0.139
- multiplicity = 1

Atoms and positions in Å:
H1 20.29305 -2.91452 -12.03548
H2 19.04632 0.77198 -8.45329
H3 22.13791 -5.06721 -3.60895
H4 18.21442 -3.72086 -3.92890
O1 15.80886 -3.16341 -3.93565
H5 17.95883 -5.69155 -8.68688
N1 17.33514 -5.38374 -9.40676
N2 16.17494 -2.39913 -1.82832
O2 20.41780 -0.74085 -8.12916
O3 21.32898 -4.80580 -9.45083
H6 15.20560 -2.32436 -1.58890
O4 24.72112 -5.20968 -1.75275
C1 17.01532 -4.05928 -9.54159
N3 16.04998 -3.77401 -10.46279
O5 19.43874 -0.31453 -5.36476
H7 17.85022 0.55900 -6.38598
H8 22.88249 -7.18547 -3.39116
H9 18.32296 -3.62039 -6.71885
C2 20.49259 -3.84747 -11.50486
H10 16.88304 -6.02547 -10.03158
H11 21.73622 -5.31374 -11.81164
O6 21.20447 -4.72578 -12.35775
C3 20.63550 -5.41273 -5.91904
H12 19.47964 -4.23186 -11.29530
C4 19.61271 0.30741 -7.64109
H13 20.73452 -5.45461 -9.84113
H14 20.64664 -3.44349 -5.30226
H15 16.85278 -2.16402 -1.12590
C5 20.10556 -4.00520 -6.07260
O7 20.65489 -5.79582 -4.52787
C6 21.16077 -3.58699 -10.18416
H16 23.05355 -3.77599 -2.82792
H17 20.52369 -2.89027 -9.62611
N4 22.85655 -4.74859 -2.97173
H18 20.98460 -1.01180 -7.39904
C7 18.65717 -0.15116 -6.57073
H19 21.65863 -5.49069 -6.28585
H20 20.07349 -6.18720 -6.45286
H21 15.62264 -4.50079 -11.00442
H22 20.22775 1.14130 -7.27604
H23 18.42293 -3.42404 -2.20721
N5 17.90492 -3.31129 -3.05948
N6 23.53343 -6.92498 -2.66944
H24 22.12871 -3.09066 -10.27402
H25 18.87940 -0.82107 -4.76527
O8 17.52054 -3.17997 -8.85192
C8 23.78289 -5.59454 -2.42898
H26 20.40039 -3.62698 -7.05530
H27 15.79998 -2.80928 -10.56758
O9 18.72300 -3.81370 -5.86257
C9 16.56843 -2.99831 -3.00107
H28 19.76996 -6.07408 -4.27557
H29 18.30229 -1.14204 -6.86560
H30 24.22484 -7.61317 -2.43867

Here are the Löwdin charges for atoms 1 to 2, given in e: 0.1271, 0.1206

***

# 3
Entry from the OMol25 dataset: C39H38N4O4PSV as an isolated structure at a distorted geometry (ωB97M-V/def2-TZVPD).

Output
- charge = +2
- orbital gap (eV) = 6.31
- DFT total energy (hartree) = -3711.91751
- lowest unoccupied orbital energy (eV) = -7.09
- multiplicity = 1

Atoms and positions in Å:
C1 1.00757 -4.32146 2.09271
C2 2.65027 -0.65596 -0.24089
C3 -1.15023 5.88264 -2.77909
H1 0.24447 -2.14346 4.56151
P1 0.83737 -0.92216 -0.16909
H2 -2.79403 -1.24336 2.75301
C4 -2.03633 4.85454 -3.05729
H3 -4.40833 -3.04986 -2.60869
H4 -1.29433 6.85044 -3.23409
H5 5.13317 3.58794 4.92371
C5 3.62637 -1.57356 0.10791
C6 3.74677 2.82654 3.49701
S1 -1.90303 -0.34426 -0.16729
H6 -3.66043 3.10564 -4.49709
C7 3.12477 0.90324 5.40051
C8 0.04787 4.43634 -1.27939
C9 0.70567 -2.10536 1.20921
C10 2.47117 0.88634 4.18481
H7 5.71747 -1.96096 0.23241
H8 -5.26713 -3.37486 1.27161
H9 -3.07793 -2.99146 2.71661
H10 1.72487 -2.15006 -4.84059
H11 4.63917 1.90144 -1.28249
H12 6.37517 0.26984 -0.59649
C11 -5.06323 -2.30286 1.30181
H13 -2.97403 -1.02996 -3.05909
C12 -1.90633 3.58964 -2.47799
C13 0.99437 -3.45676 1.01011
H14 -5.72653 -1.78166 0.61771
C14 -2.77613 -2.13356 2.11901
H15 -4.53003 3.58024 -3.00989
C15 1.93957 1.44374 -1.23059
C16 0.75657 -3.85256 3.37331
N1 -3.67423 -2.00996 0.99561
C17 2.76697 1.85904 3.22531
C18 4.36647 0.93104 -0.89569
C19 1.05347 4.24204 -0.29149
N2 1.27167 3.11164 0.30271
H16 0.59097 6.46774 -1.66999
H17 -4.44893 1.87004 -3.49379
H18 -3.44413 0.32704 -2.02999
H19 -1.41093 -4.32796 -2.92499
H20 1.22037 -5.36806 1.93681
H21 2.08257 -0.83896 -2.79989
H22 -1.06663 -3.02116 -0.86469
H23 0.13317 -0.60846 2.62811
C20 -3.74953 -0.65396 -2.38659
N3 -3.95673 -1.54456 -1.26719
H24 3.34287 -2.53886 0.49891
C21 -3.28743 -1.38676 -0.12099
O1 1.06687 1.17634 1.58881
H25 -5.27183 -1.94976 2.31291
C22 0.41407 -1.64616 2.49171
C23 0.54027 -1.86096 -1.69199
H26 1.65157 5.09464 0.02621
H27 -2.85313 5.04524 -3.73179
O2 -0.63163 2.23424 -0.96169
H28 -5.77343 -2.58306 -1.59339
C24 -0.45723 -2.83316 -1.73919
C25 4.08507 1.86934 5.66731
C26 0.45587 -2.51406 3.57011
C27 -3.90943 2.81154 -3.47549
C28 4.96437 -1.23466 -0.03029
H29 3.95257 3.57474 2.74851
H30 0.79407 -4.52666 4.21621
V1 0.25047 1.41414 0.09401
H31 1.71547 0.14444 3.98401
C29 -0.65313 -3.56096 -2.89749
C30 1.31537 -1.60236 -2.82089
C31 -0.84703 3.36664 -1.56989
H32 -1.76273 -2.29256 1.76141
H33 1.20367 -3.83436 0.01871
C32 5.33087 0.01594 -0.50889
H34 4.58937 1.88204 6.62121
O3 -2.75063 2.56374 -2.69159
H35 -0.02043 -3.89526 -4.91319
C33 2.00107 1.99104 2.00431
C34 4.39547 2.82954 4.71201
C35 1.11037 -2.33806 -3.97479
C36 3.02027 0.59124 -0.76319
O4 1.87267 2.10884 -2.20679
C37 -0.10823 5.68004 -1.89859
H36 2.88267 0.17254 6.15471
N4 2.16217 3.06894 1.28091
C38 0.12967 -3.31606 -4.01559
H37 -4.44773 -3.55726 -0.91839
C39 -4.69463 -2.74856 -1.60019
H38 -4.68753 -0.57526 -2.93529

Here are the Löwdin charges for atoms 1 to 2, given in e: -0.0444, -0.2742

***

- What is the lowest unoccupied orbital energy in the first record?
  0.76 eV

***

- Among the records above, which one has the lowest orbital gap?
  C39H38N4O4PSV

***

- Among the records above, which one has the highest orbital gap?
  C9H30N6O9

***

- Look up the DFT total energy of the first one.
  -779.68071 hartree